Record 1
This record from the OMol25 dataset describes C4H28O15Zn2 as an isolated structure at a distorted geometry. The level of theory is ωB97M-V/def2-TZVPD.

Computed properties:
Charge: +2
E_HOMO (eV): -13.18
HOMO-LUMO gap (Ha): 0.069

Structure (XYZ):
```
49
Properties=species:S:1:pos:R:3:nbo_charge:R:1
Zn -0.86 -3.77 1.56 1.79
Zn 2.32 -2.92 -1.91 0.85
C 0.46 0.08 0.18 -0.73
C 0.20 -1.36 -0.30 0.84
O -0.27 -2.16 0.51 -0.91
O 0.58 -1.72 -1.39 -0.80
H 0.24 0.23 1.24 0.23
H -0.14 0.73 -0.45 0.24
H 1.49 0.38 0.04 0.24
C 1.43 3.49 1.61 -0.75
C 2.35 3.15 2.79 0.75
O 3.45 2.69 2.50 -0.32
O 2.07 3.41 3.93 -0.35
H 1.72 2.88 0.75 0.23
H 1.76 4.49 1.35 0.27
H 0.39 3.28 1.86 0.25
O 2.84 -1.66 2.58 -0.92
H 2.17 -1.98 1.97 0.45
H 3.34 -2.44 2.81 0.48
O -0.10 -3.00 3.30 -1.02
H 0.70 -3.21 3.78 0.53
H -0.48 -2.26 3.78 0.54
O 0.16 2.83 -2.44 -0.96
H 0.53 3.61 -2.86 0.50
H 0.18 3.03 -1.50 0.48
O 1.71 0.74 -3.39 -1.00
H 1.08 1.40 -3.10 0.48
H 2.39 0.76 -2.72 0.48
O -2.21 3.41 -0.29 -0.95
H -2.17 2.55 -0.71 0.47
H -2.38 3.22 0.63 0.46
O -1.85 -4.53 0.08 -1.02
H -1.52 -5.34 -0.32 0.53
H -2.50 -4.21 -0.55 0.55
O -2.71 -2.82 2.08 -1.05
H -2.94 -2.14 1.45 0.54
H -3.20 -2.60 2.87 0.52
O 3.38 0.80 -1.51 -0.94
H 4.26 1.19 -1.52 0.51
H 3.37 0.24 -0.74 0.48
O -1.35 -0.56 -4.04 -0.94
H -1.14 -0.56 -3.10 0.45
H -0.50 -0.47 -4.47 0.50
O -3.20 -0.86 0.11 -1.00
H -2.74 -0.18 -0.39 0.51
H -4.08 -0.87 -0.25 0.49
O -2.71 1.15 -1.58 -0.97
H -2.04 1.13 -2.26 0.51
H -3.48 0.75 -1.98 0.50
```



Record 2
This record from the OMol25 dataset describes a 10-piece molecular cluster, C4H29N2O10 overall at a distorted geometry. The level of theory is ωB97M-V/def2-TZVPD.

Computed properties:
Charge: +1
E_HOMO (eV): -11.84
HOMO-LUMO gap (Ha): 0.334
ΔE to the lowest compared entry with this formula, charge and spin (eV): 4.2564

Structure (XYZ):
```
45
Properties=species:S:1:pos:R:3:nbo_charge:R:1
O -2.10 -3.13 0.28 -0.53
C -2.67 -2.37 1.00 0.43
C -2.08 -0.92 0.99 -0.13
C -2.31 -0.38 -0.51 -0.42
C -1.35 -1.02 -1.48 -0.23
N 0.11 -0.59 -1.46 -0.73
N -0.73 -0.80 1.51 -0.90
H -3.70 -2.60 1.44 0.15
H -2.75 -0.21 1.60 0.19
H -2.29 0.70 -0.50 0.21
H -3.36 -0.57 -0.76 0.24
H -1.75 -0.66 -2.52 0.21
H -1.38 -2.08 -1.60 0.25
H 0.35 -0.55 -0.50 0.45
H 0.26 0.40 -1.94 0.49
H 0.74 -1.28 -1.91 0.43
H -0.35 -1.72 1.78 0.40
H -0.65 -0.10 2.23 0.39
H 1.72 -0.67 3.69 0.48
H 2.04 -0.07 2.32 0.50
O 1.93 0.14 3.27 -0.96
H 0.60 1.98 -3.14 0.54
H 2.11 1.65 -2.44 0.51
O 1.18 1.44 -2.61 -0.99
H 3.17 1.86 2.15 0.50
H 3.89 1.01 1.07 0.49
O 3.07 1.52 1.29 -0.97
H -1.73 1.97 -4.29 0.48
H -1.49 2.58 -2.89 0.50
O -1.12 2.39 -3.76 -0.98
H 3.14 -3.80 -1.77 0.50
H 2.98 -2.32 -2.38 0.48
O 2.65 -2.90 -1.70 -0.98
H 1.30 1.31 0.31 0.50
H 0.17 2.36 0.70 0.51
O 0.45 1.69 0.05 -1.01
H -2.20 3.79 -0.73 0.50
H -1.55 2.37 -0.82 0.49
O -1.98 3.08 -1.34 -0.96
H -0.36 2.06 3.70 0.48
H 0.41 1.05 2.92 0.48
O -0.22 1.76 2.79 -0.98
H 2.09 -2.93 2.72 0.48
H 2.15 -2.86 1.22 0.49
O 1.60 -2.56 1.98 -0.96
```



Record 3
This record from the OMol25 dataset describes a 11-piece molecular cluster, C4H29NO11 overall at a distorted geometry. The level of theory is ωB97M-V/def2-TZVPD.

Computed properties:
Charge: +1
2S+1: 2
E_HOMO (spin up / spin down) (eV): -13.28 / -13.28
HOMO-LUMO gap (spin up / spin down) (Ha): 0.376 / 0.169
<S²>: 0.755
ΔE to the lowest compared entry with this formula, charge and spin (eV): 2.2197

Structure (XYZ):
```
45
Properties=species:S:1:pos:R:3:nbo_charge:R:1
O -1.95 2.01 2.48 -0.51
C -1.21 1.09 2.74 0.43
C -1.79 -0.30 2.64 -0.51
C -0.85 -1.19 1.81 -0.37
C -1.60 -2.38 1.11 -0.32
N -2.75 -2.06 0.33 -0.30
H -0.17 1.32 3.01 0.17
H -1.97 -0.75 3.62 0.26
H -2.72 -0.24 2.08 0.20
H -0.03 -1.52 2.43 0.28
H -0.33 -0.67 0.99 0.24
H -0.84 -2.90 0.49 0.29
H -1.86 -3.05 1.93 0.26
H -3.49 -1.88 1.01 0.40
H -2.65 -1.26 -0.33 0.44
H 0.39 4.22 0.79 0.49
H -0.39 3.46 1.79 0.49
O 0.41 3.37 1.25 -0.95
H -0.75 -0.10 -1.15 0.52
H -0.98 -1.65 -0.92 0.45
O -1.18 -0.91 -1.49 -0.96
H 2.35 0.96 -2.81 0.51
H 2.07 2.55 -2.62 0.52
O 2.29 1.71 -2.21 -0.98
H 4.08 0.82 -0.78 0.50
H 3.02 -0.27 -0.76 0.46
O 3.81 0.03 -0.30 -0.96
H 1.50 -2.45 1.09 0.50
H 2.39 -3.09 -0.02 0.50
O 1.48 -3.00 0.30 -1.00
H -0.88 2.09 -2.76 0.49
H -0.30 1.37 -3.81 0.46
O -0.10 2.20 -3.36 -0.98
H 0.89 1.31 -1.22 0.53
H 0.16 2.05 0.06 0.52
O 0.23 1.24 -0.48 -1.08
H -2.69 0.99 -1.60 0.47
H -1.70 1.91 -0.90 0.48
O -2.24 1.83 -1.70 -0.93
H 0.95 -2.15 -3.09 0.48
H 1.47 -1.92 -1.69 0.47
O 1.46 -1.52 -2.57 -0.96
H 1.55 -0.18 1.13 0.48
H 2.90 -0.38 1.69 0.52
O 1.99 -0.72 1.81 -0.98
```



Record 4
This record from the OMol25 dataset describes a 11-piece molecular cluster, C4H29NO11S overall at a distorted geometry. The level of theory is ωB97M-V/def2-TZVPD.

Computed properties:
Charge: -2
E_HOMO (eV): -0.91
HOMO-LUMO gap (Ha): 0.219
ΔE to the lowest compared entry with this formula, charge and spin (eV): 0.0373

Structure (XYZ):
```
46
Properties=species:S:1:pos:R:3:nbo_charge:R:1
C -1.05 2.38 0.63 -0.20
N -1.26 2.12 -0.77 -0.69
C -0.14 1.60 -1.54 0.11
O -0.22 0.20 -1.75 -0.92
C -2.35 2.90 1.25 -0.42
C -3.63 2.07 1.00 -0.51
S -3.56 0.44 1.91 -0.79
H -0.22 3.16 0.70 0.15
H -0.60 1.60 1.25 0.17
H -2.16 1.69 -0.91 0.39
H 0.78 1.76 -0.97 0.13
H -0.16 2.09 -2.54 0.14
H -2.69 3.87 0.93 0.18
H -2.26 3.03 2.36 0.20
H -3.65 1.83 -0.05 0.17
H -4.66 2.46 1.26 0.19
H 0.10 -2.74 3.25 0.50
H 1.15 -3.83 3.01 0.48
O 0.55 -3.48 3.68 -0.99
H 3.88 -2.92 0.88 0.49
H 4.07 -2.50 -0.55 0.48
O 4.46 -3.08 0.12 -0.98
H 0.91 -2.02 0.95 0.52
H 1.22 -3.22 0.23 0.47
O 1.62 -2.71 0.94 -1.01
H 0.22 -0.26 1.63 0.49
H -0.78 -0.38 2.66 0.50
O 0.16 -0.60 2.53 -1.00
H 2.99 0.09 -1.78 0.51
H 3.49 1.28 -0.99 0.45
O 3.81 0.45 -1.36 -0.98
H -0.27 -0.67 -0.59 0.51
H -1.51 -1.48 0.17 0.49
O -0.56 -1.33 0.21 -1.09
H -1.93 -0.08 -2.18 0.51
H -3.36 -0.64 -1.62 0.48
O -2.90 -0.14 -2.30 -1.03
H 3.02 -1.94 4.37 0.48
H 2.87 -0.68 3.47 0.49
O 3.50 -1.21 3.98 -0.97
H 0.88 -0.18 -2.54 0.51
H 1.67 -1.20 -3.62 0.46
O 1.80 -0.46 -3.02 -1.08
H -1.53 0.44 -4.30 0.49
H -0.37 1.19 -4.96 0.47
O -1.32 1.05 -5.02 -0.96
```



Record 5
This record from the OMol25 dataset describes a 11-piece molecular cluster, C4H29NO12 overall at a distorted geometry. The level of theory is ωB97M-V/def2-TZVPD.

Computed properties:
Charge: +1
2S+1: 2
E_HOMO (spin up / spin down) (eV): -14.01 / -14.01
HOMO-LUMO gap (spin up / spin down) (Ha): 0.375 / 0.161
<S²>: 0.775
ΔE to the lowest compared entry with this formula, charge and spin (eV): 0.0000

Structure (XYZ):
```
46
Properties=species:S:1:pos:R:3:nbo_charge:R:1
O 1.01 2.82 -0.46 -0.39
C 0.91 1.71 -0.94 0.65
N 0.58 1.62 -2.27 -0.28
C 0.25 0.40 -2.96 0.03
O -0.82 -0.25 -2.36 -0.65
C 1.08 0.47 -0.11 -0.55
C 2.07 0.72 1.02 -0.62
H 0.35 2.53 -2.71 0.45
H 0.00 0.63 -4.04 0.24
H 1.03 -0.34 -2.92 0.25
H -1.61 0.34 -2.13 0.53
H 0.10 0.15 0.31 0.30
H 1.41 -0.41 -0.74 0.24
H 1.72 1.53 1.69 0.23
H 2.21 -0.15 1.65 0.26
H 3.01 1.06 0.63 0.22
H 1.57 -3.65 0.26 0.50
H 2.01 -3.19 -1.12 0.51
O 1.26 -3.65 -0.64 -0.98
H -0.97 1.65 2.08 0.51
H -1.48 0.93 3.40 0.50
O -1.25 0.73 2.46 -1.04
H -3.52 3.71 -0.07 0.49
H -2.77 2.57 -0.81 0.50
O -2.66 3.41 -0.34 -0.99
H -0.48 -1.91 1.31 0.50
H -0.34 -0.83 2.44 0.50
O -0.06 -1.70 2.18 -1.00
H -3.83 0.76 -1.85 0.51
H -2.97 0.36 -0.57 0.52
O -2.99 0.96 -1.41 -1.03
H 3.48 -2.38 0.19 0.51
H 3.58 -1.22 -0.78 0.46
O 3.52 -2.19 -0.76 -0.96
H -0.20 -2.81 -0.54 0.53
H -0.90 -1.51 -1.07 0.49
O -0.95 -2.14 -0.36 -1.03
H -2.32 -1.33 0.43 0.51
H -2.40 -0.05 1.36 0.51
O -2.88 -0.56 0.69 -0.98
H 2.58 -3.28 2.63 0.50
H 1.53 -2.28 2.00 0.51
O 2.38 -2.75 1.84 -1.03
H 0.04 3.11 0.90 0.48
H -1.51 3.31 0.94 0.52
O -0.75 3.10 1.53 -0.95
```